Arrangement i

Below is C20H21N3O3 in the gas phase, with properties calculated with ωB97M-V/def2-TZVPD.

```
47
Properties=species:S:1:pos:R:3:mulliken_charge:R:1
N 0.7213 -0.6181 3.4432 -0.712
C 0.0057 -0.9106 2.2212 0.342
C -1.0424 0.1371 1.8516 -0.586
C -2.2183 -0.4110 1.1776 0.773
C -2.9970 -1.4936 1.5020 -0.817
N -4.0413 -1.6630 0.5127 -0.051
C -3.8341 -0.6956 -0.3679 -0.164
C -4.7764 -0.3252 -1.3627 -0.891
C -4.6045 0.9844 -1.9042 -0.249
C -3.5077 1.8496 -1.5580 -1.227
C -2.4629 1.3348 -0.7326 0.066
C -2.8321 0.1456 -0.0153 0.953
C 1.0289 -1.4315 1.1118 0.787
O 2.0310 -2.1288 1.4021 -0.885
N 0.6126 -1.2957 -0.1259 0.095
C 1.2160 -1.5865 -1.4333 0.047
C 1.6100 -0.0466 -1.9150 -1.193
C 2.2135 0.8494 -0.8502 0.666
C 1.5937 2.0261 -0.3425 0.262
C 2.3179 3.0424 0.2804 -0.648
C 3.7501 2.8903 0.4322 -0.285
C 4.3806 1.7408 -0.0116 -0.967
C 3.5422 0.6111 -0.4622 -0.032
C 2.3997 -2.6201 -1.7097 0.079
O 2.6473 -2.9736 -2.7796 -0.507
O 3.2757 -2.8805 -0.7459 -0.572
H 1.3075 0.1885 3.4308 0.288
H 1.4020 -1.4413 3.3908 0.382
H -0.6435 -1.7088 2.4414 -0.015
H -1.3914 0.6825 2.7263 0.493
H -0.5658 0.9420 1.2000 -0.264
H -2.7684 -2.1872 2.4445 0.279
H -4.5231 -2.4315 0.3750 0.117
H -5.6847 -0.8644 -1.5564 0.396
H -5.3519 1.4545 -2.6093 0.284
H -3.4021 2.7104 -2.1282 0.456
H -1.5833 1.9227 -0.6395 0.278
H -0.2974 -0.7185 -0.1799 -0.189
H 0.3585 -1.9911 -1.9684 0.479
H 0.6812 0.4229 -2.3668 0.349
H 2.4704 -0.2062 -2.6314 0.474
H 0.5107 2.2283 -0.7027 0.009
H 1.8425 3.9697 0.7287 0.317
H 4.2508 3.8552 0.7562 0.292
H 5.4175 1.6736 0.1883 0.417
H 3.9302 -0.3881 -0.7079 0.420
H 3.0109 -2.6445 0.1903 0.455
```

## Properties
LUMO level: 0.412 eV
highest occupied orbital energy: -8.470 eV

Arrangement ii

Below is C20H21N3O3 in the gas phase, with properties calculated with ωB97M-V/def2-TZVPD.

```
47
Properties=species:S:1:pos:R:3:mulliken_charge:R:1
C 5.7685 3.1312 -0.3236 -0.809
O 5.8786 1.9096 0.3655 -0.461
C 4.8072 1.0777 0.4147 0.520
C 4.9885 -0.1130 1.1186 -0.709
C 3.9502 -1.0087 1.2140 -0.663
C 2.7185 -0.7744 0.6074 0.042
C 1.6583 -1.8019 0.8185 0.617
O 1.6249 -2.4882 1.8244 -0.678
N 0.7778 -1.9543 -0.1967 -0.171
C -0.4095 -2.7838 -0.0814 0.410
C -0.4563 -3.7834 -1.2322 -1.852
C -1.6127 -1.8705 0.0234 -0.049
C -2.6259 -1.8159 -0.9229 -0.503
C -3.6716 -0.9195 -0.7902 -0.589
C -3.7158 -0.0477 0.2911 0.723
N -4.7685 0.8663 0.4243 0.078
C -5.4588 1.4839 -0.5877 -0.317
C -6.3880 2.2770 0.0159 -0.480
N -6.2980 2.1545 1.3676 -0.666
C -5.3273 1.3163 1.5818 -0.091
C -2.7018 -0.0942 1.2449 -0.703
C -1.6702 -0.9991 1.1086 -0.546
C 2.5341 0.4293 -0.0886 0.500
O 1.3053 0.6567 -0.6486 -0.452
C 1.0018 1.9346 -1.1549 -1.026
C 3.5768 1.3455 -0.1761 -0.383
H 5.5458 2.9771 -1.3846 0.325
H 5.0044 3.7776 0.1206 0.325
H 6.7413 3.6106 -0.2285 0.238
H 5.9432 -0.3017 1.5808 0.446
H 4.0641 -1.9255 1.7714 0.470
H 0.8004 -1.2987 -0.9610 0.388
H -0.2930 -3.3265 0.8655 0.471
H -1.3302 -4.4231 -1.1443 0.397
H 0.4336 -4.4070 -1.2003 0.449
H -0.4801 -3.2703 -2.1914 0.364
H -2.6194 -2.4786 -1.7733 0.371
H -4.4628 -0.9056 -1.5247 0.437
H -5.2172 1.3364 -1.6198 0.396
H -7.1145 2.9248 -0.4319 0.402
H -5.0140 0.9832 2.5506 0.371
H -2.7201 0.5858 2.0827 0.387
H -0.8864 -1.0322 1.8506 0.477
H 1.1592 2.7130 -0.4028 0.389
H 1.5868 2.1648 -2.0514 0.358
H -0.0550 1.8984 -1.4170 0.268
H 3.4280 2.2695 -0.7091 0.529
```

## Properties
LUMO level: 0.435 eV
highest occupied orbital energy: -8.528 eV

Arrangement iii

Below is C20H21N3O3 in the gas phase, with properties calculated with ωB97M-V/def2-TZVPD.

```
47
Properties=species:S:1:pos:R:3:mulliken_charge:R:1
C 6.2295 0.0215 0.6712 -1.432
C 4.8143 0.0208 0.1797 0.968
C 3.9612 -1.0352 0.4746 -0.829
C 2.6476 -1.0294 0.0429 -0.315
C 2.1544 0.0326 -0.7018 -0.002
C 0.7296 0.0507 -1.1687 0.151
N 0.0573 1.2572 -0.7188 0.129
C -1.1950 1.5554 -1.1133 0.193
O -1.8137 0.8424 -1.8826 -0.657
C -1.7408 2.8656 -0.5628 -0.936
C -1.8882 2.8762 0.9619 -0.515
C -3.0609 2.0143 1.4348 -1.176
N -3.0070 0.6717 0.8740 0.020
C -3.9138 0.3735 -0.1344 0.428
O -4.7877 1.1349 -0.4743 -0.663
N -3.7901 -0.8730 -0.6859 -0.036
C -2.8137 -1.7773 -0.3657 0.829
C -2.6967 -2.9980 -1.0312 -0.907
C -1.7185 -3.8933 -0.6541 -0.519
C -0.8448 -3.5975 0.3888 -0.646
C -0.9482 -2.3911 1.0456 -0.732
C -1.9293 -1.4711 0.6732 0.508
C -2.0003 -0.1631 1.3263 0.535
O -1.2356 0.2009 2.1987 -0.682
C 3.0055 1.0900 -1.0010 -0.401
C 4.3167 1.0838 -0.5638 -0.745
H 6.8615 0.6380 0.0366 0.367
H 6.6312 -0.9889 0.6964 0.378
H 6.2711 0.4244 1.6838 0.276
H 4.3304 -1.8710 1.0514 0.376
H 1.9973 -1.8583 0.2815 0.381
H 0.6766 0.0309 -2.2647 0.333
H 0.1951 -0.8323 -0.8002 -0.367
H 0.5228 1.8082 -0.0159 0.396
H -2.7127 3.0390 -1.0281 0.368
H -1.0616 3.6656 -0.8670 0.408
H -0.9743 2.5185 1.4390 0.398
H -2.0680 3.8982 1.3004 0.418
H -3.0355 1.9286 2.5241 0.317
H -4.0098 2.4480 1.1151 0.518
H -4.3841 -1.0489 -1.4850 0.250
H -3.3730 -3.2281 -1.8405 0.406
H -1.6301 -4.8354 -1.1742 0.410
H -0.0879 -4.3113 0.6756 0.448
H -0.2833 -2.1215 1.8526 0.525
H 2.6376 1.9202 -1.5873 0.473
H 4.9649 1.9138 -0.8069 0.355
```

## Properties
LUMO level: 0.416 eV
highest occupied orbital energy: -8.751 eV

Verdict on stability: arrangement i comes out at the bottom.

Arrangement i

Below is 2 unconnected molecules or ions with the total composition C10H10N2, with properties calculated with ωB97M-V/def2-TZVPD.

```
22
Properties=species:S:1:pos:R:3:mulliken_charge:R:1
C 1.6409 0.1464 2.5378 0.020
C 0.4295 -0.3854 2.5906 -0.546
C -0.6364 0.3583 2.0259 -0.118
N -0.5263 1.4674 1.3800 -0.537
C 0.7726 1.8484 1.1978 -0.211
C 1.8722 1.2925 1.8199 -0.243
H 2.6236 -0.3244 3.0233 0.222
H 0.1520 -1.3144 2.9759 0.464
H -1.6753 -0.0639 2.0643 0.328
H 0.8232 2.7616 0.5993 0.356
H 2.9822 1.4331 1.5401 0.271
C -0.5992 -2.0831 -2.4251 -0.353
C -1.1289 -1.1199 -3.1826 -0.369
C -1.0294 0.2350 -2.6503 -0.172
N -0.5645 0.6045 -1.4300 -0.344
C -0.1912 -0.4171 -0.6655 0.379
C -0.1890 -1.7231 -1.1307 -0.471
H -0.5664 -3.0849 -2.8086 0.391
H -1.5785 -1.4151 -4.1575 0.313
H -1.4251 1.1287 -3.2455 0.301
H 0.3757 0.0120 0.1432 0.079
H 0.2769 -2.5474 -0.4920 0.240
```

## Properties
LUMO level: 0.883 eV
highest occupied orbital energy: -9.165 eV

Arrangement ii

Below is C10H10N2 in the gas phase, with properties calculated with ωB97M-V/def2-TZVPD.

```
22
Properties=species:S:1:pos:R:3:mulliken_charge:R:1
C -3.7547 -0.1484 0.0592 -1.336
C -2.3042 -0.0433 -0.1483 0.941
C -1.8093 1.3101 -0.0433 -0.797
C -0.4164 1.5660 0.1354 -0.922
C 0.3958 0.4149 -0.0261 0.830
C 1.8576 0.6551 -0.0120 0.714
N 2.4370 1.8597 -0.0760 -0.504
C 2.6482 -0.4770 -0.0153 -0.547
C 2.0549 -1.6927 0.0760 -0.208
N 0.7496 -2.0335 0.0464 -0.733
C -0.0631 -0.9497 -0.0270 0.102
C -1.4512 -1.0907 -0.1215 -0.480
H -4.2688 0.1243 -0.8620 0.306
H -4.0196 -1.1739 0.4069 0.339
H -4.1414 0.4871 0.8970 0.336
H -2.4286 2.1414 0.1215 0.385
H -0.1899 2.6177 0.1832 0.133
H 3.3335 2.0295 0.4611 0.242
H 1.8174 2.7522 -0.1914 0.208
H 3.7694 -0.4650 -0.2761 0.255
H 2.7505 -2.5073 0.1881 0.372
H -1.8745 -2.0551 0.0162 0.365
```

## Properties
LUMO level: 0.578 eV
highest occupied orbital energy: -7.938 eV

Arrangement iii

Below is 2 unconnected molecules or ions with the total composition C10H10N2, with properties calculated with ωB97M-V/def2-TZVPD.

```
22
Properties=species:S:1:pos:R:3:mulliken_charge:R:1
C 2.9868 0.7193 -0.7544 -0.158
C 2.1229 1.2916 0.1253 -0.233
C 1.3635 0.4520 0.9581 -0.538
N 1.3104 -0.8471 0.6974 -0.339
C 2.2166 -1.3911 -0.1594 -0.145
C 3.0393 -0.6963 -0.8294 -0.358
H 3.6849 1.5120 -1.1591 0.286
H 2.0958 2.4213 0.3485 0.263
H 0.8865 0.9482 1.7839 0.720
H 2.0011 -2.6040 -0.2822 0.248
H 3.7081 -1.3461 -1.5744 0.204
C -2.1117 1.3400 -0.4144 -0.475
C -2.9264 0.4242 -1.1147 -0.514
C -2.8994 -0.8842 -0.6938 -0.218
N -2.3585 -1.2190 0.4590 -0.554
C -1.5225 -0.3280 1.0864 -0.262
C -1.3218 0.9665 0.6928 -0.002
H -2.1571 2.4026 -0.6875 0.338
H -3.4365 0.6161 -1.9753 0.457
H -3.4015 -1.7165 -1.1988 0.375
H -1.0626 -0.6855 1.9432 0.457
H -0.6660 1.5505 1.3276 0.449
```

## Properties
LUMO level: 0.678 eV
highest occupied orbital energy: -9.276 eV

Verdict on stability: arrangement iii comes out at the bottom.

Arrangement i

Below is C4H5NOS in the gas phase, with properties calculated with ωB97M-V/def2-TZVPD.

```
12
Properties=species:S:1:pos:R:3:mulliken_charge:R:1
C -1.1405 -0.9950 0.5461 -0.278
N -1.0739 -0.8190 -0.6644 -0.404
C -0.4772 0.4393 -1.1202 -0.567
C 0.5439 1.0030 0.0328 0.413
O 0.4501 2.1417 0.4479 -0.507
C 1.4077 0.0615 0.5795 -0.174
S 2.0314 -1.1700 -0.2458 -0.118
H -1.4700 -1.9284 1.0831 0.268
H -0.8524 -0.0956 1.3301 0.259
H -1.2486 0.9779 -1.5963 0.423
H 0.0629 0.1374 -1.9915 0.340
H 1.7667 0.2472 1.5987 0.346
```

## Properties
LUMO level: -1.720 eV
highest occupied orbital energy: -9.372 eV

Arrangement ii

Below is C4H5NOS in the gas phase, with properties calculated with ωB97M-V/def2-TZVPD.

```
12
Properties=species:S:1:pos:R:3:mulliken_charge:R:1
C 1.0104 -1.4596 0.1058 -0.086
C 1.9317 -0.4456 0.2163 -0.411
C -0.1364 0.8627 -0.4717 0.113
C -1.4286 1.4190 -0.1190 -0.812
N -0.2580 -1.2045 -0.0981 0.219
O -1.3288 -1.8068 -0.0853 -0.571
S 1.4212 1.1611 -0.0859 -0.104
H 1.2180 -2.5856 0.3796 0.327
H 2.8644 -0.7859 0.5681 0.389
H -2.2087 0.9525 -0.7895 0.283
H -1.5891 1.4781 0.9323 0.271
H -1.4962 2.4147 -0.5526 0.384
```

## Properties
LUMO level (spin up / spin down): -0.096 / -0.187 eV
highest occupied orbital energy (spin up / spin down): -7.695 / -7.599 eV

Verdict on stability: arrangement ii comes out at the bottom.